{"formula": "C25H27N5O4P2PtSSe", "method": "ωB97M-V/def2-TZVPD", "de_lowest_ev": 1.3641, "spin_multiplicity": 5, "total_charge": 2, "species": ["Pt", "Se", "S", "P", "P", "O", "O", "O", "O", "N", "N", "N", "N", "N", "C", "C", "C", "C", "C", "C", "C", "C", "C", "C", "C", "C", "C", "C", "C", "C", "C", "C", "C", "C", "C", "C", "C", "C", "C", "H", "H", "H", "H", "H", "H", "H", "H", "H", "H", "H", "H", "H", "H", "H", "H", "H", "H", "H", "H", "H", "H", "H", "H", "H", "H", "H"], "coordinates": [[0.206, -0.447, -0.740], [-1.610, -1.375, -2.812], [1.037, 6.950, -2.918], [-1.136, -3.366, -0.489], [1.785, -2.103, 0.080], [-2.193, 0.179, -3.285], [-2.044, -1.412, -1.221], [-2.299, -2.451, -3.667], [-0.023, -1.389, -2.872], [-0.209, 5.958, -3.027], [-0.807, 1.311, -1.798], [2.098, 5.903, -2.292], [1.820, 1.220, -1.108], [-0.469, 0.545, 1.093], [-1.832, -3.033, 1.163], [-2.424, 0.293, 3.976], [-2.799, 0.516, 5.285], [3.109, 1.146, -0.827], [-2.053, 1.364, 6.093], [0.143, 4.750, -2.577], [1.510, 4.732, -2.143], [-0.920, 1.994, 5.596], [-0.105, 2.406, -1.945], [0.331, -4.496, -0.213], [3.975, 2.231, -0.923], [-0.526, 1.786, 4.292], [-2.366, -4.408, -1.321], [1.362, -3.811, 0.661], [-1.277, 0.925, 3.478], [3.467, 3.444, -1.332], [2.938, -2.479, -1.287], [-2.140, 1.202, -2.294], [1.297, 2.377, -1.536], [-0.659, 3.596, -2.514], [-0.854, 0.699, 2.171], [-1.987, 3.555, -3.030], [2.817, -1.562, 1.502], [2.109, 3.527, -1.658], [-2.707, 2.425, -2.941], [4.084, 4.323, -1.427], [0.733, -4.744, -1.198], [-2.363, 1.544, 7.111], [3.800, -2.027, 1.463], [-2.809, -2.578, 1.027], [-0.033, -5.415, 0.250], [-2.368, 4.443, -3.512], [-1.197, -2.351, 1.724], [0.998, -3.745, 1.688], [-3.292, -3.855, -1.465], [-3.676, 0.027, 5.678], [-2.784, 0.891, -1.450], [-1.934, -3.973, 1.702], [2.514, -3.286, -1.882], [-2.551, -5.284, -0.698], [2.295, -4.387, 0.674], [3.050, -1.620, -1.944], [2.923, -0.479, 1.531], [3.908, -2.791, -0.903], [-0.343, 2.651, 6.228], [-3.003, -0.351, 3.332], [-3.696, 2.319, -3.356], [2.327, -1.871, 2.423], [5.019, 2.114, -0.680], [-2.006, -4.719, -2.300], [0.346, 2.277, 3.887], [3.495, 0.183, -0.524]], "nbo_charge": [1.06, 2.82, 1.05, 1.35, 0.91, -0.72, -1.03, -0.95, -1.02, -0.59, -0.49, -0.58, -0.47, -0.48, -0.99, -0.16, -0.20, 0.07, -0.13, 0.14, 0.12, -0.20, 0.21, -0.74, -0.22, -0.15, -0.99, -0.71, -0.19, -0.09, -0.95, 0.16, 0.23, -0.02, 0.45, -0.19, -0.94, -0.08, -0.11, 0.26, 0.26, 0.24, 0.26, 0.27, 0.27, 0.26, 0.25, 0.24, 0.28, 0.24, 0.22, 0.26, 0.26, 0.26, 0.27, 0.26, 0.25, 0.25, 0.24, 0.23, 0.25, 0.26, 0.25, 0.28, 0.23, 0.20]}

---

{"formula": "C24H36FeIN4O2", "method": "ωB97M-V/def2-TZVPD", "de_lowest_ev": 2.5754, "spin_multiplicity": 6, "total_charge": -2, "species": ["I", "Fe", "O", "O", "N", "N", "N", "N", "C", "C", "C", "C", "C", "C", "C", "C", "C", "C", "C", "C", "C", "C", "C", "C", "C", "C", "C", "C", "C", "C", "C", "C", "H", "H", "H", "H", "H", "H", "H", "H", "H", "H", "H", "H", "H", "H", "H", "H", "H", "H", "H", "H", "H", "H", "H", "H", "H", "H", "H", "H", "H", "H", "H", "H", "H", "H", "H", "H"], "coordinates": [[2.193, 2.685, -1.238], [0.559, 0.850, -0.786], [-1.377, -2.443, 1.393], [0.323, 1.281, -3.787], [-1.151, 2.507, 1.019], [-2.332, 1.049, -0.029], [2.680, -1.010, 0.221], [1.415, -1.970, -1.226], [-2.202, -3.197, 1.982], [-3.216, 1.869, 0.648], [0.362, 1.207, -2.620], [-4.393, -4.839, 2.602], [-2.073, -4.648, 1.966], [-2.755, -0.116, -0.782], [3.213, 4.674, -1.850], [-2.662, -0.878, 4.255], [0.510, -4.532, 1.823], [-0.771, -5.331, 1.554], [2.413, -2.866, -0.914], [-3.201, -5.425, 2.182], [-2.473, 2.783, 1.307], [-4.477, -3.458, 2.798], [-3.390, -2.635, 2.622], [3.203, -2.269, 0.005], [-1.037, 1.447, 0.164], [-0.045, 3.265, 1.562], [0.266, -2.306, -2.050], [1.554, -0.808, -0.524], [3.172, -0.107, 1.245], [-0.812, -5.725, 0.080], [-3.378, -1.149, 2.941], [-4.750, -0.502, 2.940], [2.642, 0.854, 1.200], [3.005, -0.554, 2.234], [-3.163, -6.511, 2.042], [4.242, 0.089, 1.118], [-2.811, -1.009, -0.142], [0.436, -3.567, 1.316], [1.390, -5.071, 1.454], [-0.059, 3.253, 2.660], [0.131, -6.204, -0.209], [0.909, 2.838, 1.217], [-0.565, -2.656, -1.416], [-2.807, -0.705, 2.121], [2.494, 5.332, -2.331], [-5.253, -5.473, 2.805], [3.609, 5.101, -0.929], [-0.078, 4.308, 1.223], [-5.363, -0.830, 3.786], [-4.286, 1.767, 0.599], [-1.638, -6.425, -0.083], [-0.958, -4.836, -0.550], [-5.265, -0.714, 1.999], [4.020, 4.384, -2.517], [0.615, -4.375, 2.899], [-5.428, -3.026, 3.107], [-2.588, 0.198, 4.423], [-2.783, 3.595, 1.945], [2.486, -3.844, -1.357], [4.050, -2.667, 0.538], [-1.651, -1.293, 4.268], [-2.039, -0.337, -1.581], [-4.628, 0.580, 3.013], [-0.070, -1.417, -2.598], [-0.723, -6.254, 2.163], [-3.245, -1.328, 5.067], [0.551, -3.087, -2.763], [-3.735, 0.072, -1.233]], "nbo_charge": [-0.70, 0.54, -0.81, -0.60, -0.37, -0.38, -0.37, -0.37, 0.48, -0.09, 0.31, -0.35, -0.19, -0.41, -1.10, -0.59, -0.61, -0.22, -0.09, -0.20, -0.09, -0.22, -0.16, -0.09, 0.08, -0.48, -0.41, 0.08, -0.46, -0.60, -0.25, -0.60, 0.24, 0.19, 0.18, 0.21, 0.25, 0.25, 0.17, 0.19, 0.18, 0.25, 0.23, 0.22, 0.17, 0.18, 0.19, 0.21, 0.19, 0.22, 0.20, 0.21, 0.20, 0.18, 0.20, 0.18, 0.19, 0.21, 0.21, 0.21, 0.22, 0.22, 0.20, 0.23, 0.18, 0.19, 0.19, 0.19]}

---

{"formula": "C41H34BaP2SSiTe", "method": "ωB97M-V/def2-TZVPD", "de_lowest_ev": 0.6933, "species": ["Ba", "Te", "S", "P", "P", "Si", "C", "C", "C", "C", "C", "C", "C", "C", "C", "C", "C", "C", "C", "C", "C", "C", "C", "C", "C", "C", "C", "C", "C", "C", "C", "C", "C", "C", "C", "C", "C", "C", "C", "C", "C", "C", "C", "C", "C", "C", "C", "H", "H", "H", "H", "H", "H", "H", "H", "H", "H", "H", "H", "H", "H", "H", "H", "H", "H", "H", "H", "H", "H", "H", "H", "H", "H", "H", "H", "H", "H", "H", "H", "H", "H"], "coordinates": [[-0.987, -2.211, -0.592], [-0.251, -4.512, -2.598], [-3.545, -4.125, -2.816], [-1.127, 0.132, 2.238], [0.440, 0.822, -1.931], [1.411, -0.972, 0.667], [-0.896, -3.251, 4.524], [-2.229, -5.224, -2.690], [0.355, 1.232, 2.150], [-4.389, 2.814, 4.140], [-4.137, -6.581, -2.685], [-1.226, -2.314, 3.551], [2.575, 2.897, 1.852], [-2.966, 2.193, 2.305], [2.563, 1.635, 1.272], [0.029, -2.924, 5.506], [1.343, 2.384, -1.670], [-0.646, -1.047, 3.548], [-0.324, 1.969, -5.837], [2.711, 2.526, -1.867], [3.426, -1.885, -1.192], [2.580, 4.844, -1.218], [-2.705, -6.505, -2.635], [2.501, -2.013, 1.835], [-1.809, 0.165, -5.267], [3.971, -2.127, -2.446], [1.486, 3.322, 2.601], [0.229, 1.926, -4.562], [1.466, 0.776, 1.405], [-2.814, 1.003, 4.380], [1.823, -0.372, -2.172], [0.600, 3.482, -1.235], [-1.262, 0.140, -3.992], [0.277, -0.731, 4.542], [2.344, -1.000, -1.009], [-3.820, 1.811, 4.908], [3.327, 3.752, -1.643], [-3.956, 3.007, 2.831], [-2.371, 1.189, 3.075], [-1.339, 1.087, -6.193], [2.377, -0.626, -3.430], [0.613, -1.662, 5.515], [-4.734, -5.362, -2.768], [1.211, 4.708, -1.014], [3.443, -1.502, -3.570], [-0.231, 1.004, -3.624], [0.382, 2.491, 2.755], [0.750, 0.246, 4.540], [3.852, -1.704, -4.554], [0.298, -3.652, 6.262], [2.509, -3.071, 1.548], [3.431, 3.547, 1.716], [1.964, -0.149, -4.312], [3.063, 5.797, -1.041], [-2.374, 0.229, 4.998], [-1.961, -2.568, 2.792], [-2.598, -0.527, -5.531], [-4.692, -7.512, -2.659], [-5.170, 3.441, 4.553], [-2.055, -7.366, -2.553], [-5.788, -5.129, -2.826], [3.305, 1.677, -2.187], [-4.152, 1.655, 5.928], [1.339, -1.406, 6.278], [0.623, 5.552, -0.673], [1.023, 2.615, -4.297], [3.425, 1.307, 0.698], [-1.764, 1.120, -7.189], [-1.646, -0.581, -3.275], [1.491, 4.302, 3.064], [-4.396, 3.786, 2.221], [3.843, -2.401, -0.336], [3.544, -1.668, 1.869], [4.800, -2.817, -2.550], [0.045, 2.690, -6.556], [-0.463, 2.837, 3.339], [-1.354, -4.233, 4.513], [-2.636, 2.347, 1.280], [4.395, 3.852, -1.798], [2.097, -1.956, 2.852], [-0.466, 3.374, -1.057]], "lowdin_charge": [1.00, 0.44, 0.83, 0.99, 1.04, 0.39, -0.08, -1.12, -0.39, -0.09, -0.21, -0.12, -0.09, -0.12, -0.10, -0.08, -0.39, -0.42, -0.08, -0.09, -0.10, -0.09, -0.26, -0.24, -0.07, -0.08, -0.08, -0.09, -0.33, -0.08, -0.42, -0.10, -0.11, -0.09, -0.35, -0.08, -0.08, -0.09, -0.39, -0.08, -0.09, -0.07, -0.44, -0.08, -0.08, -0.38, -0.09, 0.11, 0.10, 0.10, 0.02, 0.10, 0.10, 0.10, 0.10, 0.09, 0.11, 0.10, 0.10, 0.09, 0.06, 0.11, 0.10, 0.11, 0.10, 0.11, 0.11, 0.10, 0.06, 0.10, 0.10, 0.08, 0.03, 0.10, 0.10, 0.10, 0.10, 0.10, 0.11, 0.00, 0.10]}

---

{"formula": "C12H30AsF6N2O4Rb", "method": "ωB97M-V/def2-TZVPD", "de_lowest_ev": 0.0000, "species": ["Rb", "As", "F", "F", "F", "F", "F", "F", "O", "O", "O", "O", "N", "N", "C", "C", "C", "C", "C", "C", "C", "C", "C", "C", "C", "C", "H", "H", "H", "H", "H", "H", "H", "H", "H", "H", "H", "H", "H", "H", "H", "H", "H", "H", "H", "H", "H", "H", "H", "H", "H", "H", "H", "H", "H", "H"], "coordinates": [[0.193, -0.164, 1.121], [-2.074, -3.410, 1.745], [-1.562, -4.618, 2.833], [-3.263, -4.419, 1.062], [-2.486, -2.109, 0.639], [-0.862, -2.322, 2.393], [-3.195, -2.790, 2.882], [-0.896, -3.932, 0.588], [2.778, -2.049, 2.238], [-4.175, 3.402, -1.250], [3.133, 0.806, -1.742], [-0.489, -0.666, -1.675], [4.271, 0.152, 0.954], [-2.433, 0.959, -0.218], [4.003, 1.474, 0.418], [2.954, -3.447, 2.078], [-2.114, 1.102, -1.631], [1.902, 1.466, -1.839], [4.157, 1.515, -1.082], [-1.690, -0.188, -2.284], [-2.910, 2.206, 0.391], [-0.184, -1.994, -2.037], [-5.370, 3.400, -1.994], [3.871, 0.048, 2.338], [-4.285, 2.680, -0.030], [3.852, -1.369, 2.849], [0.577, -2.375, -1.347], [1.275, 1.363, -0.936], [2.181, -3.798, 1.399], [-4.712, 3.338, 0.738], [-1.347, 1.868, -1.793], [3.736, -1.360, 3.941], [4.173, 2.564, -1.410], [2.833, -3.975, 3.031], [2.841, 0.429, 2.459], [-2.964, 1.492, -2.212], [3.952, -3.667, 1.688], [-2.178, 2.991, 0.191], [-5.525, 2.428, -2.486], [-1.057, -2.644, -2.041], [3.760, -0.530, 0.403], [-3.085, 0.186, -0.126], [4.653, 2.213, 0.892], [0.382, -2.057, -2.981], [1.342, 0.988, -2.640], [2.972, 1.822, 0.645], [-1.489, -0.018, -3.350], [-5.280, 4.147, -2.781], [-2.895, 2.033, 1.472], [4.800, -1.881, 2.637], [-4.951, 1.815, -0.139], [-6.237, 3.623, -1.367], [-2.452, -0.973, -2.209], [4.504, 0.628, 3.014], [1.956, 2.538, -2.069], [5.112, 1.076, -1.373]], "lowdin_charge": [0.90, 0.66, -0.23, -0.22, -0.28, -0.39, -0.23, -0.25, -0.23, -0.20, -0.17, -0.31, -0.04, -0.09, -0.22, -0.08, -0.21, -0.12, -0.21, -0.20, -0.20, -0.11, -0.12, -0.23, -0.22, -0.23, 0.08, 0.03, 0.09, 0.13, 0.13, 0.13, 0.12, 0.10, 0.09, 0.12, 0.09, 0.12, 0.09, 0.10, 0.11, 0.11, 0.13, 0.10, 0.09, 0.11, 0.13, 0.09, 0.12, 0.13, 0.13, 0.09, 0.13, 0.13, 0.10, 0.13]}